# 1
C18H47Li2N18O15 | wB97M-V/def2-TZVPD

Its total charge is -1. The orbital gap is 3.3 eV. For the lowest unoccupied orbital energy, the calculation gives 0.599 eV. As for the HOMO energy: -0.0975 Ha. The maximum force is 11.80 eV/A.

```
100
Properties=species:S:1:pos:R:3:forces:R:3
Li 3.8914 -0.4063 -0.7835 -0.5374 1.0247 -0.1362
Li 2.5486 3.8183 -0.1535 0.0831 -0.3265 -0.1847
C 7.0643 3.2848 -3.9305 -3.7395 -2.4897 2.3183
C 8.1209 4.1138 -3.7119 3.7572 0.9231 -2.7030
C 8.4271 4.8635 -2.3879 3.9681 1.7934 1.2271
O 9.5453 5.5995 -2.2000 -4.4107 -2.5891 -1.3573
C 7.5234 4.6122 -1.3491 -0.6042 -1.4894 -0.7636
C 6.4629 3.6266 -1.4752 1.1499 3.1487 -1.3312
C 6.2443 2.8383 -2.8428 2.6173 2.6046 0.7330
O 5.4072 1.9634 -2.7331 -2.0975 -2.7270 -0.7317
O 5.5630 3.6170 -0.6296 -1.5170 -1.1114 1.2134
O 8.9179 4.1265 -4.7136 -0.0461 1.1969 1.9129
H 7.1139 2.6967 -4.8350 -0.2485 0.0489 -0.1801
H 7.6262 5.1415 -0.4133 -0.0089 0.0133 0.1174
C -0.7935 1.0815 1.5164 0.4877 -0.2679 -0.9349
C 0.2594 0.2552 0.6742 -0.4803 0.8524 0.1186
C -0.5255 -0.4062 -0.5246 0.9011 0.2433 0.1059
O 1.3730 1.0077 0.3325 0.0647 -0.2801 -0.6394
H -0.3559 1.6463 2.3396 0.2132 -0.1246 -0.0178
H -1.6065 0.4581 1.8883 -0.0489 -0.2358 0.1328
H -1.2490 1.7872 0.8217 -0.0272 0.2641 0.0412
H 0.5813 -0.5788 1.2980 -0.0275 -0.5403 0.3661
H -1.1621 -1.2356 -0.2164 -0.0999 -0.0713 0.2461
H 0.2257 -0.8044 -1.2068 0.1263 -0.1954 -0.0854
H -1.1334 0.2694 -1.1264 -0.0409 0.3827 0.2151
C -1.3890 -4.9668 -4.9602 -3.1099 2.4390 2.0443
O -0.3652 -5.0275 -5.4226 10.6706 -1.7164 -4.7417
N -1.7687 -3.8715 -4.3882 -1.8541 3.7139 2.4097
N -2.2675 -5.8678 -4.9506 -4.4572 -5.1539 -0.1638
H -1.0419 -3.1703 -4.4032 -0.9091 0.5538 0.1036
H -2.7744 -3.7840 -4.3585 0.5030 1.4323 0.4488
H -3.1618 -5.6181 -4.5532 0.0781 -1.2123 -0.2901
H -1.9893 -6.7333 -5.3906 -0.8399 -0.0275 0.2026
C 1.5724 5.3816 3.4018 0.5873 -0.5614 -0.3338
O 1.5516 5.2029 2.2414 -0.1408 -0.8799 -5.5438
N 0.8752 6.2645 4.0051 -3.4222 4.0640 1.5257
N 2.2776 4.6995 4.2281 4.1475 -3.2215 3.9226
H 0.8733 6.3007 5.0145 -0.6597 0.3190 -0.4895
H 0.1726 6.6494 3.3901 -0.1812 0.4622 0.7949
H 2.4686 5.1624 5.1052 0.1180 -0.4184 0.0217
H 3.0708 4.1639 3.9057 -0.2804 0.0317 -0.2735
C 0.8015 4.4068 -3.7309 0.5720 -2.6274 4.7199
O 1.1760 4.7661 -2.6305 1.2563 0.0852 2.0231
N 0.4888 3.1394 -3.9564 -0.7269 -3.1836 -0.0410
N 0.6370 5.2395 -4.6497 -1.0801 3.8354 -5.5189
H 0.6184 2.4975 -3.1874 -0.0846 0.2793 0.0241
H 0.1333 2.6999 -4.7933 0.2634 0.6129 -0.0157
H 1.2660 6.0297 -4.6441 -0.5547 0.0810 -0.3166
H 0.1309 4.8969 -5.4538 0.5786 0.7758 -0.3670
C -6.5265 -3.1331 3.5833 -0.1230 -0.8475 -0.6719
O -7.6202 -3.0459 4.0303 -3.3494 0.6228 1.9054
N -5.7518 -2.0460 3.4125 1.0587 1.1016 -0.2398
N -6.0928 -4.3004 3.0921 1.7332 0.0548 -0.4684
H -4.7489 -2.1222 3.5048 -0.1682 0.2080 0.0048
H -6.2253 -1.2359 3.7861 0.5287 0.0570 0.0285
H -6.6482 -5.1270 3.2605 0.3609 0.2617 -0.5010
H -5.3758 -4.1225 2.4033 0.0457 -1.4530 -0.1104
C -4.4748 2.5243 5.8332 1.5624 2.0385 -3.2284
O -3.2968 2.6956 5.7837 3.7096 0.3653 0.2925
N -5.2306 2.9864 4.8564 -1.9657 1.6978 -2.8036
N -5.0645 1.8869 6.7306 -3.1149 -3.9419 5.5436
H -6.2383 3.0374 4.9024 0.2723 0.0834 0.0299
H -4.7478 3.6891 4.3149 -0.3526 -0.1510 -0.1624
H -4.4599 1.4094 7.3837 -0.4663 -0.0172 0.1028
H -6.0620 1.7292 6.7208 0.4025 -0.1462 0.2190
C 2.5692 -5.9737 0.2091 -1.3206 -1.4972 2.6287
O 2.0954 -6.7250 1.0688 1.0456 0.1861 -0.4068
N 1.8943 -5.5641 -0.8132 -3.4950 0.6321 -3.7102
N 3.7417 -5.3916 0.1691 4.4580 1.1938 1.4742
H 2.2387 -4.8296 -1.4147 -0.4276 -0.4048 -0.1295
H 1.0309 -6.0470 -1.0173 0.1399 0.4334 -0.0668
H 4.3836 -5.4430 0.9472 -0.2957 -0.1418 -0.1149
H 3.9903 -4.7303 -0.5527 -0.0908 -0.3737 0.1929
C 3.9092 -2.4944 -4.7066 1.2155 1.9022 -0.0064
O 3.4207 -2.6602 -3.6657 -2.4124 0.0076 7.3941
N 4.7372 -1.5768 -5.0881 3.2987 3.7468 0.9959
N 3.5689 -3.1636 -5.6821 -2.9584 -6.6484 -8.2546
H 4.5868 -0.7699 -4.4997 1.1998 0.7371 -0.5718
H 5.0051 -1.5616 -6.0618 -0.0375 0.9798 0.6160
H 4.0952 -3.0786 -6.5399 -0.7042 -0.2879 -0.0045
H 2.7144 -3.7018 -5.6977 0.4303 -0.2596 0.2019
C -0.2179 -1.0063 6.5433 -1.5483 -5.0320 1.4397
O -0.0086 -1.7619 7.5319 0.0384 1.7997 -1.7245
N 0.4206 0.0588 6.2163 2.2648 3.3316 0.4165
N -1.1008 -1.3921 5.5669 -0.6238 -0.5377 0.2577
H 0.0519 0.6752 5.5062 0.5479 0.0189 0.1811
H 1.1514 0.3130 6.8654 -0.2353 0.5976 -0.2929
H -1.5423 -0.7175 4.9585 0.1099 -0.5740 -0.0904
H -1.3018 -2.3812 5.6036 -0.5887 0.4725 -0.2323
C -5.7713 0.2707 -1.8471 3.4319 3.1246 1.9929
O -5.0468 1.2267 -2.0773 -0.7288 0.6374 -0.5490
N -5.8405 -0.8168 -2.4935 -0.8551 -6.1637 -5.4494
N -6.3056 -0.0097 -0.6736 -2.0134 1.2917 3.7613
H -5.4138 -1.0749 -3.3718 -0.0286 0.8017 0.1888
H -6.4839 -1.5049 -2.1292 0.3639 -0.0601 -0.6784
H -6.2186 0.6750 0.0638 -0.2749 -0.3885 -0.0458
H -6.7397 -0.9129 -0.5475 0.0959 0.7528 0.7930
O -2.7979 -4.9118 0.5783 -0.2008 0.0001 0.2482
H -3.1443 -5.5304 -0.0648 -0.0356 -0.2191 -0.1243
H -2.5337 -4.1509 0.0612 0.1932 0.2758 -0.0993
```
Positions in Å, forces in eV/Å.

---

# 2
C18H48BBrN2O21P4 | wB97M-V/def2-TZVPD

The value obtained for the energy above the lowest of the compared OMol25 structures with the same formula, charge and spin is 322.1 kcal per mole. The orbital gap is 6.3 eV. For the lowest unoccupied orbital energy, the calculation gives -3.227 eV. The structure (SMILES) is NB(O)OC(=O)N(CCCO)CC(=O)Br.COP(=O)(OC)OC.COP(=O)(OC)OC.COP(=O)(OC)OC.COP(=O)(OC)OC. As for the HOMO energy: -0.3503 Ha. The maximum force is 10.48 eV/A.

```
95
Properties=species:S:1:pos:R:3:forces:R:3
N 1.7979 -6.2389 2.1854 -1.3867 1.1777 -1.4533
B 0.8306 -6.3821 0.9856 1.2413 -2.5028 -0.0411
O 1.0001 -7.6594 0.2078 -1.9262 2.1678 3.0200
O -0.1253 -5.3116 0.6405 -2.9060 -1.4402 1.7977
C -1.5188 -5.6892 0.9231 -1.8554 -6.5496 -1.9074
O -1.9282 -6.9496 0.6074 2.6697 7.9625 2.1626
N -2.5951 -4.7797 1.4964 3.0956 0.5016 -2.2238
C -3.6494 -4.6499 0.4002 -1.8477 -0.3303 -1.7845
C -5.0485 -5.4464 0.7089 -0.5347 0.7917 -0.0974
C -5.5841 -5.3411 2.2548 -0.4741 -0.9169 -0.2158
O -6.6011 -6.4330 2.4158 1.7304 0.0452 -0.6040
C -2.1014 -3.3678 1.7217 0.1029 1.1980 0.0481
C -1.0040 -3.2050 2.9365 0.5541 -5.1866 4.7369
O -0.8327 -4.0878 3.9443 -1.2361 6.2800 -7.2663
Br 0.1449 -1.5213 2.8457 -1.2987 -1.7448 0.0205
H 2.3766 -5.3660 2.0183 -0.9583 -1.2366 0.6833
H 1.2555 -6.1370 3.0737 0.7113 0.3583 -0.9510
H 0.7107 -8.3851 0.8653 0.9707 1.5081 -1.5154
H -3.9286 -3.5057 0.2065 0.7797 -2.4587 0.6697
H -3.2454 -5.0672 -0.6403 -0.7775 0.9556 2.3338
H -5.0153 -6.5735 0.3704 0.2536 2.2513 0.8737
H -5.8830 -4.9259 0.0328 1.8279 -1.1917 1.3751
H -6.1945 -4.3371 2.4607 1.5489 -2.2332 -0.4587
H -4.7603 -5.5362 3.0700 -1.3750 0.7327 -1.7880
H -6.1723 -7.3115 2.1674 -0.6240 1.8465 0.5243
H -1.7161 -2.9505 0.6773 -0.3500 -0.4586 2.5347
H -3.0404 -2.7046 2.0430 2.1441 -1.4601 -0.5534
C 2.5024 2.1762 -4.0460 0.2026 0.0414 -0.7977
O 2.8270 1.9007 -2.6961 -2.4867 2.0661 -0.7725
P 1.4449 1.8222 -1.6586 4.9299 -6.4751 6.5249
O 2.3838 1.8422 -0.4446 -0.5690 1.4258 -1.0392
O 1.1767 0.2598 -2.1084 -1.6826 1.3466 -0.1604
C 2.2195 -0.6891 -1.9543 0.6707 -0.2774 -0.3590
O 0.0628 1.7436 -0.6209 -0.7315 1.0667 -3.1642
C -0.0182 2.7219 0.4000 -0.1307 0.4834 0.2659
H 3.4246 2.1951 -4.6323 -0.1069 0.0033 0.1268
H 1.8438 1.4012 -4.4454 -0.0379 0.0111 -0.1297
H 2.0132 3.1513 -4.1160 0.1025 -0.0173 -0.3078
H 2.9916 -0.3623 -1.2543 -0.1686 0.1787 -0.0383
H 2.6765 -0.8747 -2.9303 0.0434 -0.0405 0.1161
H 1.7911 -1.6240 -1.5858 -0.1967 0.2029 -0.0625
H 0.3154 3.6952 0.0292 -0.0010 -0.0367 0.3336
H 0.5849 2.4171 1.2571 0.1627 0.0480 -0.2399
H -1.0579 2.8024 0.7226 -0.0128 -0.0428 -0.2606
C 4.8203 3.9835 -0.8272 -0.2773 -0.8871 -0.2524
O 5.3171 4.8105 0.2086 0.9683 0.6674 -3.2341
P 5.5497 6.4549 -0.2759 -1.2116 2.9040 9.9775
O 6.3280 6.7035 1.0234 0.5682 -0.6976 -1.6240
O 3.9534 6.7726 -0.0187 0.6633 0.6426 -1.9213
C 3.3926 6.4929 1.2538 -0.2948 -0.5790 0.4109
O 5.7822 8.0993 -0.7604 -0.8106 -1.9845 -2.4728
C 7.1134 8.5827 -0.7398 0.5562 0.0402 -0.0491
H 4.6900 2.9711 -0.4365 -0.0846 0.2352 -0.0782
H 3.8553 4.3542 -1.1810 -0.0757 -0.1232 -0.0646
H 5.5346 3.9592 -1.6542 -0.1121 -0.2372 -0.0853
H 4.1463 6.3945 2.0381 0.1077 0.0147 -0.2330
H 2.8179 5.5647 1.1911 0.0510 0.0273 0.1027
H 2.7149 7.3057 1.5245 0.1125 0.0367 -0.2607
H 7.8073 7.8177 -1.0995 0.1331 0.2564 0.1772
H 7.3824 8.8912 0.2719 -0.0584 -0.2779 -0.0453
H 7.1767 9.4547 -1.3932 -0.1088 -0.1124 -0.1099
C 5.1912 9.1228 -3.7221 -0.1006 -0.0879 0.8556
O 6.1271 9.6138 -4.6637 -2.4377 -2.1155 -1.0097
P 5.4507 9.8733 -6.2346 7.1857 7.3312 -2.0077
O 6.8703 10.0455 -6.7922 -0.9190 -1.5839 0.3681
O 4.8745 11.3426 -5.7608 -1.4300 -1.2668 -0.8965
C 5.7780 12.2953 -5.2241 0.3513 0.1802 0.6537
O 4.7743 10.1330 -7.8056 -2.1746 -1.5598 2.0973
C 5.2914 9.3367 -8.8565 0.0526 -0.4086 -0.3191
H 5.6932 9.0000 -2.7590 -0.2436 0.0204 -0.3859
H 4.3642 9.8270 -3.6040 -0.1259 -0.0375 0.0868
H 4.8092 8.1535 -4.0531 -0.0840 -0.0675 0.3034
H 6.8194 12.0817 -5.4745 -0.1507 -0.1884 -0.0778
H 5.6680 12.3140 -4.1362 0.0900 0.0519 -0.0605
H 5.5222 13.2816 -5.6179 -0.1851 -0.2121 -0.0744
H 5.4672 8.3129 -8.5143 0.1738 0.0967 -0.2745
H 6.2177 9.7732 -9.2340 0.0166 -0.0959 0.2806
H 4.5635 9.3190 -9.6698 -0.1500 0.0058 0.2132
C -9.9841 -9.2803 7.5158 -0.4769 0.3092 0.4875
O -8.6824 -9.3381 6.9628 -2.1156 -2.5958 -0.1514
P -8.5985 -10.2504 5.4953 8.2452 5.6207 -3.1931
O -7.0671 -10.2227 5.5927 -1.1997 -1.1353 0.8988
O -9.1089 -8.9415 4.6342 -1.1579 -2.0089 -0.2819
C -8.3887 -7.7243 4.7411 0.0557 0.7606 0.3480
O -8.5146 -11.1627 4.0278 -3.0248 -0.2680 1.4791
C -7.7227 -12.3366 4.0571 0.1101 -0.4943 0.0795
H -9.9521 -8.6782 8.4274 0.0476 -0.0994 -0.1240
H -10.6780 -8.8181 6.8096 -0.1382 0.0199 0.0293
H -10.3243 -10.2890 7.7644 -0.1999 0.1626 0.2100
H -7.3787 -7.8611 5.1337 -0.1300 -0.2054 -0.0072
H -8.9386 -7.0439 5.3972 0.1075 0.0143 0.0076
H -8.3166 -7.2713 3.7497 -0.1387 -0.2626 0.1186
H -7.8502 -12.8645 5.0064 0.2858 -0.0707 -0.1750
H -6.6725 -12.0819 3.9045 -0.1102 0.1046 0.2531
H -8.0397 -12.9902 3.2423 -0.2227 0.1093 0.0752
```
Positions in Å, forces in eV/Å.

---

> Which of these has the lowest orbital gap?

C18H47Li2N18O15

---

> The lowest orbital gap belongs to which entry?

C18H47Li2N18O15

---

> Which of these has the highest lowest unoccupied orbital energy?

C18H47Li2N18O15